# 1
Formula: C25H43ClN10O3P
Source: the Open Molecules 2025 dataset
Level of theory: ωB97M-V/def2-TZVPD

CARTESIAN COORDINATES (ANGSTROEM)
C: -5.070 -0.310 -0.366
C: -4.476 -0.360 -1.884
O: -5.235 -1.396 -2.578
C: -4.758 1.109 -2.499
N: -3.801 1.529 -3.565
C: -2.382 1.579 -3.105
C: -2.177 2.048 -1.592
O: -0.814 2.551 -1.390
P: 0.024 1.614 -0.233
C: 1.142 0.323 -1.021
C: 0.412 -1.064 -1.350
O: -0.728 -1.162 -1.842
Cl: 1.261 -2.668 -0.993
H: -4.417 0.413 0.260
H: -5.110 -1.336 0.128
H: -6.125 0.162 -0.389
H: -3.370 -0.624 -1.792
H: -4.610 -2.094 -2.887
H: -5.790 1.024 -3.014
H: -4.916 1.907 -1.677
H: -3.866 0.778 -4.281
H: -1.848 2.370 -3.762
H: -1.885 0.580 -3.367
H: -2.993 2.794 -1.260
H: -2.353 1.110 -0.934
H: -0.881 1.067 0.756
H: 0.870 2.558 0.469
H: 1.710 0.710 -1.946
H: 1.954 0.073 -0.236
C: 2.400 -1.222 3.317
C: 1.259 -0.389 2.823
N: 0.362 0.274 2.435
H: 2.790 -1.838 2.505
H: 3.195 -0.575 3.685
H: 2.064 -1.871 4.128
C: -4.280 3.003 2.403
C: -4.697 3.292 0.992
N: -5.031 3.523 -0.116
H: -3.236 2.685 2.424
H: -4.392 3.900 3.014
H: -4.903 2.209 2.818
C: 4.557 -4.048 -2.868
C: 5.830 -3.323 -2.552
N: 6.830 -2.751 -2.304
H: 4.388 -4.051 -3.946
H: 4.614 -5.082 -2.514
H: 3.717 -3.553 -2.378
C: 6.131 -1.352 6.024
C: 5.645 -1.110 4.628
N: 5.271 -0.904 3.529
H: 7.183 -1.640 6.006
H: 6.020 -0.443 6.617
H: 5.551 -2.152 6.486
C: 6.578 2.909 1.699
C: 6.500 2.428 3.116
N: 6.439 2.046 4.229
H: 7.613 2.880 1.354
H: 5.970 2.272 1.058
H: 6.210 3.934 1.634
C: 3.288 -8.418 -1.661
C: 4.555 -7.677 -1.354
N: 5.563 -7.101 -1.105
H: 3.116 -8.428 -2.738
H: 3.363 -9.445 -1.302
H: 2.445 -7.930 -1.170
C: -4.676 -4.574 -0.997
C: -4.708 -5.169 -2.372
N: -4.732 -5.636 -3.454
H: -5.654 -4.157 -0.750
H: -4.420 -5.341 -0.265
H: -3.930 -3.778 -0.954
C: -7.253 5.924 1.509
C: -7.402 5.397 2.904
N: -7.519 4.980 4.001
H: -6.207 5.875 1.205
H: -7.852 5.326 0.821
H: -7.589 6.961 1.464
C: 5.086 5.176 -1.567
C: 4.471 4.100 -0.725
N: 3.987 3.252 -0.063
H: 4.351 5.958 -1.764
H: 5.939 5.613 -1.045
H: 5.425 4.757 -2.515

Results
- net charge = +1
- gap between HOMO and LUMO (eV) = 7.54



# 2
Formula: C33H93F3N8O14S
Source: the Open Molecules 2025 dataset
Level of theory: ωB97M-V/def2-TZVPD

CARTESIAN COORDINATES (ANGSTROEM)
N: -0.821 -0.610 0.665
H: -1.481 -0.108 0.087
H: -0.992 -0.358 1.628
H: 0.093 -0.223 0.480
H: -0.709 -1.592 0.457
C: -2.636 2.765 2.747
F: -2.976 3.754 3.605
F: -3.620 2.605 1.847
F: -1.434 2.970 2.207
S: -2.481 1.108 3.734
O: -1.696 1.396 4.918
O: -3.835 0.630 3.952
O: -1.814 0.163 2.841
C: -2.030 -3.945 0.093
C: -1.609 -3.461 -1.367
O: -1.982 -2.162 -1.777
O: -1.566 -3.167 1.170
H: -1.748 -4.994 0.189
H: -3.117 -3.906 0.165
H: -1.985 -4.163 -2.111
H: -0.534 -3.611 -1.472
H: -1.788 -2.139 -2.717
H: -1.693 -3.542 2.045
C: -4.174 0.907 -1.035
C: -4.867 -0.199 -0.288
O: -4.671 -1.419 -1.015
O: -2.708 0.823 -0.928
H: -4.643 1.783 -0.588
H: -4.536 0.900 -2.063
H: -5.932 0.032 -0.327
H: -4.511 -0.335 0.733
H: -3.734 -1.460 -1.218
H: -2.332 1.647 -1.246
C: 2.943 0.799 -1.633
C: 1.838 -0.039 -1.029
C: 2.310 -1.406 -0.568
O: 1.305 -2.160 0.099
C: 1.893 -3.332 0.747
N: 1.299 0.713 0.142
H: 2.479 1.355 -2.448
H: 3.702 0.204 -2.142
H: 3.435 1.444 -0.906
H: 1.094 -0.158 -1.817
H: 3.235 -1.380 0.008
H: 2.460 -1.900 -1.528
H: 2.224 -4.168 0.132
H: 1.083 -3.823 1.287
H: 2.643 -3.094 1.502
H: 2.063 0.665 0.800
H: 1.287 1.686 -0.129
C: 5.017 -0.156 3.609
C: 3.689 -0.140 2.830
C: 2.496 -0.363 3.764
O: 2.287 -1.753 4.068
C: 0.929 -2.096 3.840
N: 3.542 1.067 2.040
H: 5.143 0.738 4.221
H: 5.823 -0.128 2.876
H: 5.026 -1.084 4.180
H: 3.690 -1.021 2.187
H: 1.623 0.046 3.255
H: 2.577 0.293 4.630
H: 0.309 -1.998 4.731
H: 0.883 -3.171 3.664
H: 0.343 -1.523 3.121
H: 3.670 1.829 2.690
H: 4.359 1.134 1.450
C: 1.271 3.764 3.881
C: 2.278 4.835 4.349
C: 3.623 4.855 3.457
O: 4.538 3.763 3.719
C: 4.926 3.441 5.008
N: 1.565 6.084 4.210
H: 1.684 2.755 3.857
H: 0.943 3.987 2.866
H: 0.373 3.803 4.498
H: 2.503 4.615 5.392
H: 4.257 5.701 3.722
H: 3.416 4.966 2.392
H: 5.955 3.093 4.912
H: 4.127 2.795 5.371
H: 4.979 4.286 5.694
H: 2.174 6.824 4.530
H: 0.786 6.056 4.853
C: -1.998 -2.014 -6.749
C: -1.991 -1.626 -5.333
C: -3.139 -0.680 -4.925
O: -3.000 0.578 -5.625
C: -4.089 1.506 -5.390
N: -2.049 -2.935 -4.671
H: -1.182 -2.625 -7.136
H: -2.015 -1.091 -7.329
H: -2.854 -2.597 -7.090
H: -1.033 -1.175 -5.076
H: -3.022 -0.541 -3.850
H: -4.108 -1.127 -5.145
H: -4.134 1.664 -4.313
H: -5.128 1.190 -5.482
H: -3.916 2.518 -5.758
H: -1.477 -3.600 -5.172
H: -2.928 -3.425 -4.755
C: -1.078 4.291 -3.456
C: -0.582 3.551 -2.157
C: 0.732 4.244 -1.709
O: 1.338 3.621 -0.528
C: 2.386 4.365 -0.047
N: -1.643 3.574 -1.156
H: -2.001 3.805 -3.774
H: -0.334 4.256 -4.252
H: -1.245 5.356 -3.295
H: -0.398 2.493 -2.346
H: 0.551 5.311 -1.577
H: 1.363 4.096 -2.586
H: 3.024 3.718 0.556
H: 2.083 5.151 0.644
H: 3.052 4.816 -0.784
H: -2.049 4.496 -1.082
H: -1.233 3.449 -0.241
C: -3.649 -2.589 5.828
C: -2.696 -2.843 4.602
C: -2.447 -4.274 4.332
O: -1.463 -4.446 3.299
C: -1.040 -5.779 3.150
N: -3.473 -2.272 3.502
H: -3.873 -1.534 5.989
H: -3.303 -2.923 6.806
H: -4.610 -3.084 5.695
H: -1.783 -2.269 4.759
H: -3.369 -4.832 4.169
H: -2.029 -4.633 5.273
H: -0.197 -5.892 2.469
H: -1.778 -6.526 2.856
H: -0.671 -6.136 4.112
H: -3.674 -1.348 3.857
H: -2.875 -2.116 2.703
C: 1.711 -2.669 -4.194
C: 1.981 -2.175 -5.615
C: 2.866 -0.893 -5.688
O: 2.584 0.076 -4.726
C: 1.342 0.807 -4.940
N: 2.549 -3.269 -6.341
H: 0.926 -3.401 -4.005
H: 1.453 -1.776 -3.626
H: 2.560 -3.107 -3.669
H: 1.024 -1.847 -6.019
H: 2.883 -0.450 -6.683
H: 3.897 -1.120 -5.417
H: 1.349 1.219 -5.949
H: 1.239 1.575 -4.174
H: 0.424 0.221 -4.899
H: 1.954 -4.085 -6.365
H: 2.749 -3.014 -7.297

Results
- net charge = 0
- gap between HOMO and LUMO (eV) = 8.68



# 3
Formula: C28H38GeN3OReS2Te
Source: the Open Molecules 2025 dataset
Level of theory: ωB97M-V/def2-TZVPD

CARTESIAN COORDINATES (ANGSTROEM)
Re: -0.079 -0.060 0.698
C: -0.442 3.116 2.845
N: -1.215 2.604 1.725
C: -0.986 3.390 0.521
C: -1.453 2.639 -0.721
N: -0.540 1.570 -1.153
C: -1.226 0.756 -2.160
C: 0.671 2.160 -1.688
C: 0.738 2.658 -2.980
C: 1.903 3.204 -3.492
C: 3.041 3.259 -2.703
C: 2.992 2.788 -1.410
C: 1.817 2.250 -0.881
S: 1.856 1.717 0.776
C: -2.617 2.533 2.035
C: -3.288 3.616 2.579
C: -4.632 3.542 2.904
C: -5.308 2.343 2.729
C: -4.658 1.258 2.188
C: -3.317 1.342 1.797
S: -2.614 -0.025 1.011
H: -0.535 4.207 2.972
H: 0.607 2.870 2.677
H: -0.779 2.627 3.759
H: 0.080 3.619 0.455
H: -1.523 4.357 0.562
H: -1.599 3.360 -1.543
H: -2.424 2.185 -0.504
H: -1.734 1.367 -2.919
H: -1.987 0.134 -1.680
H: -0.489 0.114 -2.636
H: -0.133 2.634 -3.620
H: 1.918 3.589 -4.505
H: 3.964 3.665 -3.098
H: 3.864 2.816 -0.772
H: -2.750 4.542 2.740
H: -5.143 4.407 3.307
H: -6.348 2.258 3.015
H: -5.171 0.318 2.040
Te: -0.475 -2.717 0.125
C: -1.281 -3.405 -1.739
C: -1.124 -2.797 -2.977
C: -1.634 -3.381 -4.124
C: -2.288 -4.598 -4.061
C: -2.435 -5.223 -2.833
C: -1.943 -4.628 -1.691
H: -0.583 -1.866 -3.052
H: -1.515 -2.892 -5.084
H: -2.675 -5.063 -4.958
H: -2.938 -6.178 -2.772
H: -2.055 -5.108 -0.730
C: 3.519 -1.133 -2.918
C: 2.716 -0.785 -1.679
N: 3.413 -0.675 -0.541
O: 1.508 -0.631 -1.722
H: 4.540 -1.416 -2.672
H: 3.531 -0.261 -3.573
H: 3.027 -1.949 -3.443
H: 4.416 -0.654 -0.530
H: 2.904 -0.332 0.275
C: 2.684 -3.567 1.402
Ge: 1.779 -2.428 2.778
C: 0.655 -3.595 3.956
C: 3.314 -1.799 3.916
C: 0.830 -0.782 2.277
H: 3.607 -3.965 1.814
H: 2.918 -2.982 0.520
H: 2.050 -4.392 1.097
H: 1.216 -4.457 4.303
H: -0.220 -3.940 3.415
H: 0.325 -3.028 4.821
H: 3.866 -2.632 4.342
H: 2.963 -1.173 4.731
H: 4.001 -1.209 3.315
H: 0.925 -0.090 3.139

Results
- spin multiplicity = 2
- ⟨S²⟩ = 1.03
- net charge = -1
- gap between HOMO and LUMO (spin up / spin down) (eV) = 5.92 / 5.95



Among the records above, which one has the lowest net charge?
C28H38GeN3OReS2Te